Record 1
{
  "formula": "C39H49BF40O8",
  "method": "wB97M-V/def2-TZVPD",
  "symbols": ["F", "C", "F", "C", "F", "F", "C", "O", "C", "F", "F", "C", "F", "F", "H", "H", "H", "H", "F", "C", "F", "C", "F", "F", "C", "O", "C", "F", "F", "C", "F", "F", "H", "H", "H", "H", "F", "C", "F", "C", "F", "F", "C", "O", "C", "F", "F", "C", "F", "F", "H", "H", "H", "H", "F", "C", "F", "C", "F", "F", "C", "O", "C", "F", "F", "C", "F", "F", "H", "H", "H", "H", "F", "C", "F", "C", "F", "F", "C", "O", "C", "F", "F", "C", "F", "F", "H", "H", "H", "H", "C", "O", "C", "C", "C", "C", "C", "C", "C", "C", "C", "B", "C", "C", "C", "C", "O", "O", "H", "H", "H", "H", "H", "H", "H", "H", "H", "H", "H", "H", "H", "H", "H", "H", "H", "H", "H", "H", "H", "H", "H", "H", "H", "H", "H", "H", "H"],
  "coordinates": [[-2.80928, -2.06174, -1.07526], [-2.05458, -1.52081, -2.05043], [-1.14891, -2.45145, -2.43838], [-1.29977, -0.27829, -1.56951], [-0.41173, -0.59976, -0.60351], [-0.58857, 0.14598, -2.65237], [-2.12362, 0.92538, -1.08633], [-2.25939, 1.09315, 0.31991], [-3.26624, 0.51052, 1.05011], [-4.20645, -0.05703, 0.26884], [-3.87818, 1.50666, 1.73968], [-2.71912, -0.47382, 2.09068], [-2.03458, -1.47018, 1.49117], [-3.75539, -1.02360, 2.76613], [-2.69111, -1.27458, -2.90483], [-1.54517, 1.79659, -1.38879], [-3.07771, 1.01001, -1.60387], [-2.05805, 0.03313, 2.78790], [0.18885, -0.53940, 6.11351], [-0.96041, 0.10234, 5.84047], [-1.58335, -0.58016, 4.84497], [-0.72061, 1.53359, 5.35406], [-0.06763, 1.51447, 4.17050], [-1.96744, 2.03189, 5.11026], [-0.04340, 2.52830, 6.31397], [1.33887, 2.80277, 6.13933], [2.33395, 2.06819, 6.74495], [1.85311, 1.18449, 7.63916], [3.10861, 2.94055, 7.42785], [3.25027, 1.39843, 5.71470], [2.55229, 0.55718, 4.92589], [4.19428, 0.68350, 6.36759], [-1.59991, 0.09022, 6.72675], [-0.51727, 3.48165, 6.08670], [-0.28647, 2.31273, 7.35436], [3.73087, 2.15509, 5.09107], [-8.07375, 2.44866, -1.17090], [-7.97742, 3.37980, -0.20073], [-9.21391, 3.88821, 0.01081], [-7.04111, 4.52200, -0.60454], [-7.55292, 5.19267, -1.65861], [-7.04705, 5.37660, 0.45909], [-5.56340, 4.18464, -0.86447], [-5.12670, 4.04805, -2.21132], [-5.19707, 2.85287, -2.87957], [-5.53915, 1.82718, -2.07009], [-3.94252, 2.57734, -3.32363], [-6.09612, 2.93161, -4.11588], [-7.35275, 3.26442, -3.77095], [-6.12242, 1.71493, -4.71081], [-7.63159, 2.90668, 0.72270], [-5.01852, 5.05932, -0.51496], [-5.22643, 3.35449, -0.24340], [-5.70695, 3.67386, -4.81617], [-2.39641, 6.65925, -3.62674], [-2.43007, 6.91339, -2.30580], [-3.06493, 5.87735, -1.70520], [-3.19953, 8.19783, -1.98747], [-4.49776, 8.05498, -2.32581], [-3.14962, 8.30630, -0.62708], [-2.65608, 9.52920, -2.53754], [-3.26256, 10.08238, -3.69616], [-2.85053, 9.78406, -4.97535], [-1.71759, 9.05592, -4.99760], [-2.57613, 10.95955, -5.58500], [-3.96671, 9.12747, -5.79545], [-4.36601, 7.97337, -5.22645], [-3.49365, 8.85045, -7.03203], [-1.40663, 6.96591, -1.92420], [-2.89477, 10.25397, -1.76121], [-1.56889, 9.51944, -2.61518], [-4.82221, 9.80143, -5.87375], [-1.81855, -6.10453, 5.28466], [-1.12259, -6.53538, 4.21392], [-1.72877, -7.65322, 3.74908], [0.32428, -6.87820, 4.57853], [0.35228, -7.92358, 5.43402], [0.89358, -7.30112, 3.41296], [1.22602, -5.74692, 5.10184], [1.44600, -5.65149, 6.50381], [0.62223, -4.93991, 7.34083], [-0.29653, -4.21346, 6.67467], [1.40408, -4.06261, 8.01507], [-0.02410, -5.83538, 8.40261], [-0.77548, -6.79467, 7.83113], [-0.82760, -5.07490, 9.18461], [-1.15153, -5.77183, 3.43134], [2.21380, -5.97940, 4.70904], [0.95938, -4.78277, 4.66859], [0.74612, -6.30406, 9.01855], [3.57955, -2.20239, 3.46901], [2.79009, -3.18046, 2.81987], [1.69697, -2.65984, 2.07265], [1.37331, -3.58446, 0.91941], [1.96479, -3.13000, -0.40138], [3.48713, -3.21069, -0.46772], [4.00201, -4.57485, -0.88010], [3.91455, -4.82156, -2.39157], [5.27443, -4.79544, -3.05551], [5.19904, -4.80866, -4.56993], [6.56222, -4.41511, -5.19615], [6.76583, -2.86423, -5.31555], [6.14017, -1.95497, -6.43953], [4.63227, -1.70066, -6.29081], [4.28011, -0.67260, -5.20711], [4.29790, 0.72620, -5.73089], [3.29686, 1.46468, -5.73802], [5.52054, 1.13972, -6.22873], [3.57464, -1.25223, 2.94348], [3.22454, -2.02593, 4.48345], [4.58313, -2.59688, 3.55301], [1.90264, -1.65770, 1.69712], [0.83632, -2.58626, 2.73883], [1.62780, -4.60865, 1.16707], [0.29156, -3.57986, 0.80257], [1.67984, -2.09312, -0.53550], [1.54828, -3.73341, -1.20196], [3.90657, -2.93803, 0.49713], [3.84758, -2.47186, -1.17874], [3.50525, -5.36771, -0.33183], [5.04911, -4.63599, -0.59683], [3.51082, -5.82046, -2.53787], [3.22437, -4.14331, -2.88079], [5.86413, -5.65233, -2.75162], [5.79317, -3.88277, -2.76049], [4.94840, -5.79459, -4.94504], [4.42349, -4.13557, -4.92115], [7.32210, -4.80435, -4.52384], [6.72281, -4.92545, -6.14103], [7.47502, -2.33216, -4.50487], [6.62720, -0.98780, -6.43834], [6.30144, -2.41961, -7.41126], [4.27663, -1.29399, -7.23388], [4.05430, -2.59957, -6.12464], [4.91436, -0.76836, -4.33161], [3.25493, -0.82984, -4.90672], [5.36231, 1.54495, -7.09356]],
  "forces_ev_per_angstrom": [[0.00, 0.12, 0.12], [0.06, -0.15, -0.24], [-0.01, 0.05, 0.03], [0.08, 0.20, 0.52], [0.05, -0.23, -0.07], [-0.10, 0.02, -0.08], [-0.25, 0.55, -0.16], [0.06, -0.57, 0.13], [0.02, 0.28, -0.49], [0.16, -0.02, 0.06], [-0.06, -0.01, 0.04], [0.02, -0.12, 0.12], [-0.06, -0.01, -0.10], [0.01, 0.08, -0.06], [0.00, 0.04, 0.02], [0.07, -0.03, -0.01], [-0.07, -0.29, 0.06], [-0.01, 0.15, -0.02], [0.18, 0.16, -0.01], [-0.14, -0.23, 0.05], [0.02, 0.01, 0.13], [0.45, 0.15, -0.21], [0.03, -0.10, 0.05], [-0.11, 0.01, 0.12], [-0.06, 0.50, 0.36], [0.08, -0.64, -0.33], [-0.39, 0.33, 0.23], [-0.05, -0.02, -0.23], [0.03, 0.00, 0.03], [0.17, -0.05, -0.12], [-0.13, -0.01, 0.08], [-0.06, 0.04, -0.02], [0.00, 0.03, -0.02], [-0.02, 0.00, -0.06], [0.06, -0.27, -0.02], [-0.02, 0.02, 0.05], [0.12, 0.05, -0.09], [-0.17, -0.05, 0.19], [0.06, 0.01, -0.01], [0.06, 0.15, -0.53], [-0.02, -0.11, 0.02], [0.05, -0.06, 0.15], [0.62, 0.10, 0.27], [-0.81, -0.32, -0.21], [0.37, 0.24, 0.63], [-0.13, 0.11, -0.10], [0.03, -0.05, -0.15], [-0.06, 0.02, -0.24], [0.01, -0.06, 0.11], [0.02, 0.06, 0.04], [0.03, 0.00, -0.03], [-0.05, 0.06, -0.03], [-0.19, -0.16, -0.05], [0.04, -0.02, 0.03], [-0.08, 0.18, -0.10], [0.12, -0.19, 0.07], [0.08, 0.06, 0.06], [-0.40, 0.20, -0.34], [0.07, -0.07, -0.07], [0.16, 0.01, 0.07], [0.29, 0.54, 0.13], [-0.22, -0.67, -0.19], [0.27, 0.28, 0.41], [-0.19, -0.08, 0.10], [0.03, 0.01, -0.04], [-0.17, -0.05, -0.14], [0.12, -0.05, 0.09], [0.00, 0.03, 0.07], [-0.02, 0.04, 0.01], [-0.05, -0.02, 0.02], [0.01, -0.24, -0.13], [0.05, 0.03, 0.01], [0.13, 0.04, 0.13], [-0.15, -0.03, -0.23], [0.05, 0.03, 0.02], [0.17, -0.18, 0.50], [-0.10, 0.07, 0.02], [-0.02, 0.12, -0.14], [0.47, 0.45, -0.18], [-0.65, -0.34, 0.16], [0.38, 0.18, -0.44], [0.01, -0.19, 0.01], [-0.02, 0.05, 0.03], [-0.07, -0.12, 0.17], [-0.04, 0.06, -0.11], [0.05, -0.02, -0.04], [0.03, 0.02, 0.03], [0.00, -0.06, -0.02], [-0.23, -0.02, 0.03], [0.02, 0.05, -0.02], [-0.32, -0.38, 0.40], [0.29, 0.25, -0.41], [-0.06, -0.52, 0.48], [-0.57, 0.20, -0.16], [0.53, -0.12, 0.18], [-0.14, 0.01, 0.16], [0.29, 0.18, -0.19], [0.06, -0.93, 0.46], [-0.37, 0.56, -0.50], [0.47, 0.07, -0.53], [0.16, 0.14, 0.38], [0.17, 0.04, -0.06], [-0.08, -0.33, 0.37], [0.26, 0.55, -0.27], [-0.28, -0.16, -0.01], [-2.02, 2.33, -0.04], [2.82, -1.93, -0.31], [-0.78, -0.70, -0.11], [0.11, 0.14, -0.23], [-0.18, 0.13, 0.17], [0.32, -0.01, -0.12], [0.20, 0.20, 0.00], [-0.21, 0.15, 0.15], [0.28, -0.24, 0.14], [-0.26, -0.02, -0.05], [-0.31, 0.17, -0.27], [-0.22, 0.08, -0.30], [0.05, 0.09, 0.20], [0.17, 0.16, -0.20], [-0.25, -0.09, 0.19], [0.25, -0.12, 0.10], [-0.26, -0.16, -0.22], [-0.12, 0.33, -0.05], [0.25, -0.08, 0.34], [0.22, 0.06, 0.20], [-0.27, -0.27, 0.08], [-0.25, 0.04, 0.05], [0.25, -0.20, 0.08], [-0.19, 0.02, -0.38], [-0.11, 0.03, 0.10], [0.15, 0.18, -0.18], [0.09, -0.14, -0.18], [-0.21, -0.02, -0.24], [0.01, -0.24, 0.07], [0.23, 0.03, 0.15], [-0.25, -0.03, 0.31], [-0.01, 0.49, 0.33]],
  "lumo_ev": 0.296,
  "multiplicity": 1,
  "homo_lumo_gap_ha": 0.3650,
  "smiles": "FC(F)C(F)(F)COC(F)(F)C(F)F.FC(F)C(F)(F)COC(F)(F)C(F)F.FC(F)C(F)(F)COC(F)(F)C(F)F.FC(F)C(F)(F)COC(F)(F)C(F)F.FC(F)C(F)(F)COC(F)(F)C(F)F.COCCCCCCCCCBCCCC(=O)O",
  "charge": 0
}

---

Record 2
{
  "formula": "C39H49BGe2IO2Re",
  "method": "wB97M-V/def2-TZVPD",
  "symbols": ["Re", "C", "C", "Ge", "C", "C", "C", "C", "Ge", "C", "C", "C", "C", "C", "C", "C", "C", "C", "C", "H", "H", "H", "H", "H", "H", "H", "H", "H", "H", "H", "H", "H", "H", "H", "H", "H", "H", "H", "H", "H", "H", "H", "H", "H", "H", "I", "C", "C", "C", "C", "C", "C", "C", "C", "C", "C", "H", "H", "H", "H", "H", "H", "C", "C", "C", "O", "B", "O", "C", "C", "C", "H", "H", "H", "H", "H", "H", "H", "H", "H", "H", "H", "H", "C", "C", "C", "C", "C", "C", "C", "H", "H", "H", "H", "H"],
  "coordinates": [[-0.35063, -0.23116, -0.47529], [-4.81894, 3.87439, 0.96940], [-3.70038, 4.40906, 0.07605], [-1.98241, 3.53394, 0.32380], [-0.52509, 4.01783, -0.87004], [0.85597, 3.57967, -0.38779], [-1.60900, 3.08211, 2.15170], [-0.92644, 2.08906, 2.74220], [-0.12580, 0.45266, 1.93301], [-1.37695, -1.11197, 1.83801], [-1.31002, -2.15901, 2.96022], [1.61331, 0.31002, 2.81630], [2.49207, 1.48280, 2.37258], [-0.64820, 2.18799, 4.19576], [-0.19959, 3.38920, 4.74697], [0.04511, 3.48702, 6.10760], [-0.16361, 2.39228, 6.93389], [-0.60547, 1.19123, 6.39444], [-0.83180, 1.08661, 5.03285], [-5.71420, 4.48282, 0.85378], [-4.53973, 3.89262, 2.02244], [-5.09087, 2.84874, 0.71526], [-3.50566, 5.46583, 0.29111], [-3.95656, 4.36805, -0.98529], [-0.60099, 5.11117, -0.90370], [-0.74634, 3.67584, -1.88328], [1.08890, 3.99605, 0.59225], [1.61790, 3.92302, -1.08785], [0.92923, 2.49538, -0.32179], [-1.99147, 3.86581, 2.80970], [-1.15557, -1.70278, 0.90480], [-2.39992, -0.74826, 1.72579], [-0.28459, -2.46759, 3.16114], [-1.88365, -3.04750, 2.69791], [-1.73048, -1.75528, 3.88068], [2.06950, -0.65222, 2.59638], [1.45602, 0.35108, 3.89263], [2.62228, 1.50465, 1.28895], [3.47904, 1.42430, 2.82872], [2.04808, 2.43405, 2.67396], [-0.01633, 4.23910, 4.10139], [0.40303, 4.41880, 6.52333], [0.02346, 2.47184, 7.99555], [-0.77088, 0.33647, 7.03551], [-1.17623, 0.14255, 4.61455], [-2.91958, 0.99621, -0.72642], [-2.40327, 1.47555, -2.71974], [-3.39792, 2.02305, -3.47522], [-3.10804, 2.39998, -4.79987], [-1.83933, 2.23405, -5.27009], [-0.80838, 1.68021, -4.46888], [0.49315, 1.55644, -4.99548], [1.49736, 1.03291, -4.23233], [1.23070, 0.59836, -2.92880], [-0.01999, 0.67514, -2.32283], [-1.06605, 1.25016, -3.13111], [-4.39485, 2.16076, -3.07823], [-3.88724, 2.81885, -5.41979], [-1.59288, 2.53093, -6.28131], [0.67524, 1.88281, -6.01113], [2.49705, 0.93367, -4.63199], [2.04975, 0.15852, -2.37973], [0.48852, -4.18374, -4.02184], [0.82082, -4.00510, -2.55693], [2.17485, -4.61211, -2.22778], [0.94438, -2.55767, -2.28736], [0.42067, -2.36812, -1.06327], [-0.19407, -3.42637, -0.49193], [-0.31228, -4.43310, -1.56530], [-1.70992, -4.26209, -2.14110], [-0.13863, -5.80830, -0.95965], [1.33433, -3.86096, -4.62689], [-0.38664, -3.60626, -4.31190], [0.30085, -5.23667, -4.23452], [2.93690, -4.12792, -2.83645], [2.18373, -5.67834, -2.44972], [2.43249, -4.47278, -1.17747], [-1.84881, -3.25967, -2.54986], [-2.44213, -4.42142, -1.35064], [-1.89599, -4.98770, -2.93124], [0.79414, -5.89109, -0.40638], [-0.14685, -6.56624, -1.74332], [-0.96487, -6.01624, -0.28109], [1.25727, -0.89607, -0.22208], [2.58863, -1.34531, 0.08672], [3.68699, -0.54916, -0.25849], [4.96447, -0.95029, 0.08264], [5.15816, -2.13766, 0.78017], [4.07268, -2.93216, 1.13351], [2.79372, -2.54549, 0.78315], [3.52975, 0.38519, -0.78169], [5.81424, -0.33893, -0.18690], [6.15921, -2.44372, 1.05077], [4.22932, -3.85161, 1.67991], [1.94227, -3.15878, 1.05429]],
  "forces_ev_per_angstrom": [[0.27, -0.71, -0.22], [0.03, 0.02, -0.04], [0.07, -0.03, -0.01], [0.04, 0.03, 0.18], [-0.02, -0.07, 0.07], [-0.03, 0.10, -0.04], [0.06, 0.00, -0.19], [-0.10, 0.00, -0.23], [-0.05, -0.14, 0.17], [0.00, 0.28, 0.26], [0.11, -0.06, -0.10], [-0.13, 0.00, 0.01], [-0.06, -0.04, 0.00], [-0.07, -0.04, 0.05], [0.02, -0.06, -0.02], [0.00, 0.01, 0.01], [-0.01, -0.01, -0.03], [0.00, -0.01, 0.01], [-0.06, -0.06, -0.09], [-0.02, 0.00, 0.00], [-0.01, 0.01, 0.02], [0.00, -0.02, 0.00], [0.03, 0.00, 0.01], [-0.01, 0.00, 0.01], [-0.01, 0.00, 0.00], [-0.02, -0.05, 0.03], [0.00, 0.01, 0.01], [0.02, -0.01, 0.01], [0.02, -0.06, -0.01], [-0.06, 0.01, -0.01], [-0.16, 0.07, -0.15], [0.00, 0.01, 0.12], [0.02, -0.01, 0.02], [0.01, -0.01, 0.00], [0.04, -0.01, -0.02], [0.05, -0.01, -0.06], [-0.03, -0.02, 0.04], [0.03, 0.01, 0.00], [0.04, 0.00, 0.01], [0.01, 0.03, 0.01], [0.00, 0.02, 0.00], [0.00, 0.01, 0.01], [0.00, 0.00, 0.02], [0.00, -0.01, 0.02], [0.04, 0.13, 0.08], [0.16, 0.02, -0.12], [-0.04, 0.05, -0.02], [-0.05, -0.02, 0.06], [0.05, -0.01, 0.00], [0.00, -0.01, 0.02], [-0.07, 0.00, 0.04], [0.08, -0.02, 0.02], [-0.05, 0.03, -0.07], [-0.05, -0.09, 0.09], [0.02, 0.05, -0.14], [-0.05, 0.07, 0.09], [-0.01, 0.01, -0.01], [-0.01, 0.01, -0.01], [0.01, 0.00, -0.01], [0.01, 0.00, -0.01], [0.02, 0.01, -0.01], [-0.01, -0.01, -0.03], [-0.01, 0.00, 0.05], [0.09, 0.00, 0.05], [-0.07, 0.01, 0.00], [0.00, -0.04, -0.09], [-0.94, 0.55, -0.17], [0.21, -0.11, 0.28], [0.01, -0.08, -0.09], [0.06, 0.01, 0.03], [-0.01, 0.04, 0.01], [0.00, 0.00, -0.02], [0.00, 0.00, 0.00], [0.00, -0.02, -0.02], [0.02, 0.01, -0.01], [0.01, -0.02, 0.00], [0.01, -0.01, 0.00], [-0.01, 0.01, -0.02], [-0.01, 0.00, 0.01], [-0.01, -0.01, -0.01], [0.00, -0.01, 0.00], [0.00, -0.02, -0.02], [0.00, -0.01, 0.00], [0.51, 0.30, 0.03], [0.25, -0.06, 0.20], [-0.11, 0.07, -0.03], [0.05, -0.09, 0.05], [-0.06, 0.03, -0.03], [0.06, 0.03, -0.04], [-0.12, 0.03, -0.02], [0.01, 0.01, 0.01], [0.00, 0.02, -0.01], [0.02, -0.01, 0.01], [-0.01, -0.02, 0.01], [0.00, -0.02, 0.02]],
  "relative_energy_ev": 0.776,
  "lumo_ev": -6.423,
  "multiplicity": 1,
  "homo_lumo_gap_ha": 0.2437,
  "charge": 2
}

---

> What is the formula in the first record?

C39H49BF40O8